# C2H5NOS

2 unconnected molecules or ions with the total composition C2H5NOS (ωB97M-V with the def2-TZVPD basis set, the Open Molecules 2025 dataset).

Relative energy (zero: lowest compared OMol25 entry of this formula, charge and spin)   435.5 kJ/mol
Total charge   0
E_LUMO   -0.66 eV
HOMO energy   -9.311 eV
2S+1   1

```
10
Properties=species:S:1:pos:R:3:forces:R:3:nbo_charge:R:1
C 0.86699 1.49073 0.14300 0.07 7.77 0.62 -0.448
C -1.30686 0.46492 0.03869 -0.43 -5.41 -2.02 0.514
H 1.41958 1.13344 1.02201 0.36 0.71 -0.63 0.230
H 1.47439 2.20716 -0.67747 -1.04 -2.82 1.88 0.220
H 0.19363 2.44987 0.54089 1.29 -2.29 -0.62 0.186
H 0.14788 -2.01805 1.21513 1.62 2.54 -2.80 0.175
H -1.62422 1.44245 0.06120 -1.74 2.43 0.73 0.133
N 0.00819 0.50784 -0.30597 1.80 -3.79 0.43 -0.541
O -1.95146 -0.60308 -0.00379 1.01 2.99 0.85 -0.564
S 1.03640 -0.97994 -0.06749 -2.93 -2.12 1.54 0.096
```
Forces are in eV/Å.


# CHClN2O3

A single CHClN2O3 molecule (ωB97M-V with the def2-TZVPD basis set, the Open Molecules 2025 dataset).

Relative energy (zero: lowest compared OMol25 entry of this formula, charge and spin)   20.7 kJ/mol
Total charge   0
E_LUMO   -1.33 eV
HOMO energy   -10.660 eV
2S+1   1
SMILES string   O=N[C@H](Cl)[N+](=O)[O-]

```
8
Properties=species:S:1:pos:R:3:forces:R:3:nbo_charge:R:1
C 0.27805 -0.22740 0.08983 0.87 -0.34 -0.31 -0.095
N 0.75336 1.14677 0.40826 0.53 0.48 2.45 0.164
N -1.11029 -0.25112 -0.45686 1.07 2.09 0.31 0.515
O -1.86831 -0.90103 0.17975 -1.60 -1.43 0.67 -0.332
O 1.46908 1.08549 1.38578 -1.02 0.46 -1.37 -0.243
O -1.34573 0.52941 -1.34683 -0.16 -0.35 -0.38 -0.339
Cl 1.39256 -0.47784 -1.19682 0.71 -0.99 -1.02 0.082
H 0.43128 -0.90427 0.93690 -0.41 0.08 -0.35 0.247
```
Forces are in eV/Å.


# C41H52BrIN3O2SiTi

A molecular structure, C41H52BrIN3O2SiTi (ωB97M-V with the def2-TZVPD basis set, the Open Molecules 2025 dataset).

Relative energy (zero: lowest compared OMol25 entry of this formula, charge and spin)   15.2 kJ/mol
Total charge   +1
E_LUMO   -4.12 eV
HOMO energy   -11.110 eV
2S+1   1

```
102
Properties=species:S:1:pos:R:3:forces:R:3:mulliken_charge:R:1
Ti -0.53119 -0.39203 -0.10556 0.36 1.17 -0.29 -1.102
C 1.46250 -0.96897 -4.16955 0.05 -0.01 0.04 -1.199
C 0.07473 -0.39882 -4.22263 -0.02 0.01 -0.04 0.449
C -0.33017 0.23861 -5.39265 0.00 -0.02 0.01 -0.886
C -1.62922 0.67588 -5.56475 -0.02 -0.01 0.04 -0.909
C -2.56919 0.41646 -4.58254 0.05 0.01 0.01 -1.216
C -2.20770 -0.23109 -3.40846 -0.04 0.05 -0.04 1.761
C -3.29156 -0.65659 -2.45555 0.02 0.07 0.10 -0.994
C -0.86333 -0.55983 -3.20053 -0.02 -0.04 0.04 -0.141
N -0.53847 -1.21648 -1.94219 -0.12 -0.27 -0.18 1.014
C -0.72698 -2.58645 -2.04696 -0.04 -0.08 0.02 -0.538
O -0.84693 -3.23741 -3.05712 0.12 0.07 0.08 -0.613
C -0.93869 -3.21667 -0.69721 -0.09 -0.08 -0.04 -0.039
C -1.26650 -4.53559 -0.45124 0.10 0.05 -0.01 -0.957
C -1.67207 -4.87812 0.83433 -0.02 0.03 0.00 -1.018
C -1.80026 -3.89932 1.81635 0.15 0.06 0.02 -0.848
C -1.45565 -2.60462 1.48511 -0.22 -0.09 0.04 -0.578
N -1.01068 -2.30722 0.26884 -0.06 -0.58 0.20 1.962
C -1.76893 -1.37377 2.29759 0.05 -0.10 0.09 0.662
O -2.12371 -1.45527 3.44601 -0.01 0.06 -0.14 -0.630
N -1.70839 -0.22201 1.50724 0.03 -0.18 0.24 1.666
C -2.70522 0.74394 1.93953 -0.15 -0.07 -0.14 -0.795
C -2.38265 2.00224 2.44089 -0.06 0.04 0.02 0.603
C -0.98236 2.51936 2.53194 0.11 -0.03 -0.06 -0.260
C -3.41474 2.85403 2.82544 -0.01 -0.01 0.00 -0.645
C -4.73875 2.48280 2.70793 0.02 -0.01 0.01 -0.993
C -5.04964 1.23842 2.18644 0.04 0.00 -0.01 -1.030
C -4.05181 0.35608 1.79828 0.02 0.05 -0.03 1.664
C -4.46230 -0.98719 1.25549 0.01 0.00 -0.01 -1.233
H 1.79872 -1.18190 -5.18300 0.02 -0.01 0.00 0.651
H 1.48234 -1.90199 -3.61350 0.01 -0.02 0.04 0.033
H 2.18748 -0.28349 -3.72812 -0.02 0.00 0.01 0.123
H 0.39201 0.36817 -6.18825 0.02 0.00 -0.03 0.469
H -1.91930 1.17698 -6.47717 -0.01 0.02 -0.04 0.452
H -3.60437 0.69133 -4.73560 -0.04 0.01 -0.01 0.484
H -4.17420 -0.02754 -2.56388 -0.01 -0.01 -0.01 0.410
H -2.99053 -0.62849 -1.40270 -0.03 0.04 -0.08 -0.208
H -3.58762 -1.68738 -2.66877 0.00 -0.02 0.03 0.406
H -1.23427 -5.24911 -1.26213 0.00 0.00 -0.01 0.650
H -1.94510 -5.90071 1.05700 0.01 -0.01 0.01 0.516
H -2.18116 -4.11089 2.80518 0.00 0.00 0.02 0.648
H -0.27055 1.81669 2.11461 -0.08 0.08 0.00 -1.292
H -0.69593 2.70540 3.56825 0.01 0.00 0.01 0.555
H -0.88833 3.46086 1.98515 0.00 0.02 0.01 0.489
H -3.15797 3.83036 3.21678 0.00 0.04 0.03 0.529
H -5.52561 3.15630 3.01665 -0.03 0.03 0.00 0.436
H -6.08383 0.93990 2.07732 -0.03 -0.01 0.00 0.470
H -5.45765 -0.92590 0.81841 0.00 -0.01 0.01 0.503
H -4.49838 -1.73680 2.04931 0.02 -0.01 0.02 0.324
H -3.78359 -1.35039 0.48317 -0.01 -0.01 0.00 -0.171
C 4.04397 1.26380 0.87842 -0.03 0.03 0.01 -1.966
C 2.73697 0.80331 0.22492 -0.02 -0.02 -0.05 2.595
C 1.73472 1.95265 0.36121 -0.04 -0.05 0.01 -1.914
C 2.96220 0.63298 -1.28016 -0.05 -0.03 0.01 -1.671
Si 1.99130 -0.83646 0.93944 0.17 -0.14 0.11 -0.912
C 2.01164 -0.89749 2.88553 -0.05 0.01 0.01 2.482
C 1.26146 -2.10469 3.49227 -0.01 -0.01 -0.01 -2.064
C 3.45343 -0.97128 3.42215 0.03 0.04 -0.01 -1.884
C 1.36976 0.36144 3.47939 -0.02 -0.05 0.00 -2.164
C 2.89291 -2.42106 0.25227 -0.04 0.01 -0.04 3.216
C 2.58014 -2.77822 -1.20179 -0.06 0.01 0.00 -2.005
C 4.42254 -2.23752 0.33410 -0.02 0.02 0.02 -1.761
C 2.52554 -3.66229 1.07815 -0.01 0.02 0.03 -1.828
H 4.42388 2.13319 0.33302 0.02 0.03 -0.02 0.511
H 4.82146 0.50306 0.86160 0.03 -0.06 -0.01 0.362
H 3.89180 1.57456 1.91178 0.00 0.00 0.02 0.434
H 2.07954 2.81669 -0.21562 -0.01 0.03 -0.02 0.653
H 1.58741 2.27511 1.38708 -0.03 0.01 0.01 0.318
H 0.74082 1.71740 -0.06193 0.01 0.02 0.00 -0.051
H 3.28857 1.58500 -1.70718 -0.01 0.04 -0.03 0.729
H 2.03645 0.35079 -1.79074 -0.01 -0.03 0.00 -0.313
H 3.71758 -0.10901 -1.52029 0.07 -0.07 0.00 0.456
H 1.92489 -2.94754 3.67003 0.00 0.01 0.01 0.549
H 0.44299 -2.47452 2.88216 -0.02 0.00 -0.01 0.382
H 0.83432 -1.82013 4.45549 -0.01 0.01 0.04 0.483
H 3.97336 -1.87149 3.10372 -0.01 -0.05 0.02 0.395
H 3.40257 -1.00436 4.51421 0.00 0.02 0.03 0.583
H 4.06135 -0.10942 3.15268 0.00 -0.01 -0.01 0.305
H 0.29395 0.37547 3.31061 0.04 -0.03 0.02 0.316
H 1.80336 1.28619 3.10006 0.02 0.01 0.01 0.411
H 1.52243 0.35736 4.56154 0.00 -0.01 0.04 0.650
H 2.80946 -1.98138 -1.89824 0.01 0.11 -0.07 0.241
H 1.53900 -3.06162 -1.33966 -0.03 -0.01 -0.01 0.242
H 3.18081 -3.64750 -1.48643 0.02 0.01 0.00 0.721
H 4.79260 -1.52216 -0.39747 0.00 0.06 -0.05 0.359
H 4.89375 -3.19814 0.10753 0.01 -0.02 -0.02 0.545
H 4.77803 -1.92771 1.31326 0.01 0.01 0.01 0.323
H 1.44625 -3.82283 1.14022 -0.04 0.00 0.00 0.266
H 2.91974 -3.62573 2.08946 0.02 0.01 0.01 0.303
H 2.95919 -4.54160 0.59463 0.01 -0.03 -0.01 0.619
Br 0.54980 2.80420 -3.32912 0.00 -0.05 0.03 0.058
C -0.15593 4.24757 -2.35469 0.04 0.07 -0.09 0.452
C 0.31502 5.52800 -2.61493 -0.01 0.03 0.03 -0.669
C -0.22052 6.61391 -1.94136 0.02 -0.03 -0.03 -0.640
C -1.22797 6.43202 -1.00668 -0.04 -0.05 0.05 -0.736
C -1.70033 5.15672 -0.73724 0.10 0.07 -0.02 -0.533
C -1.16125 4.07322 -1.41832 0.11 -0.07 0.22 0.447
I -1.99895 2.21370 -0.95637 -0.26 -0.08 -0.16 0.334
H 1.09333 5.66633 -3.35168 0.01 -0.01 -0.01 0.447
H 0.15074 7.60624 -2.15411 0.01 0.03 0.00 0.383
H -1.64771 7.27806 -0.48120 -0.01 0.02 0.00 0.411
H -2.48073 5.00341 -0.00492 -0.03 -0.01 0.02 0.495
```
Forces are in eV/Å.


| no. | M (Da) | F_max (eV/A) | orbital gap (eV) |
| --- | --- | --- | --- |
| 1 | 91.135 | 7.8 | 8.649 |
| 2 | 124.483 | 2.6 | 9.329 |
| 3 | 901.647 | 1.3 | 6.990 |